21
Properties=species:S:1:pos:R:3 method="wB97M-V/def2-TZVPD" e_homo_ev="-14.065 / -14.506" multiplicity=2 e_above_lowest_kcal_mol=85.9 largest_force_ha_per_bohr=0.199 charge=+1 total_energy_ev=-9958.6322 s_squared=0.7612 mol_weight_g_mol=115.176
C 0.65 2.02 -0.94
N -0.54 -0.41 -1.53
C -0.19 -0.17 -0.15
C 0.38 1.03 0.11
C 1.05 1.47 1.44
C -0.28 -1.33 2.02
C -0.72 -1.22 0.75
H 0.70 3.12 -0.41
H -0.32 2.11 -1.42
H 1.43 2.03 -1.62
H -1.45 -0.79 -1.70
H -0.29 0.36 -2.11
H 2.17 1.54 1.25
H 0.68 2.54 1.98
H 0.96 0.80 2.26
H -0.74 -1.79 2.79
H 0.65 -0.81 2.33
H -1.38 -1.93 0.29
H -0.47 -3.23 -1.29
H -1.20 -2.32 -2.24
O -1.09 -3.04 -1.81



50
Properties=species:S:1:pos:R:3 method="wB97M-V/def2-TZVPD" e_homo_ev="-7.419 / -7.297" largest_force_ha_per_bohr=0.012 total_energy_ev=-116102.4609 mol_weight_g_mol=518.755
Fe -0.42 -0.04 0.10
C -4.01 -1.46 4.57
C -4.04 -0.05 4.00
N -3.91 -0.02 2.55
C -2.73 -0.18 1.91
S -2.72 0.01 0.20
N -1.68 -0.47 2.68
N -0.54 -0.53 1.97
C 0.56 -0.89 2.54
C 0.67 -1.29 3.97
C 1.73 -0.81 1.67
C 3.02 -1.17 2.07
C 4.06 -1.04 1.17
C 3.81 -0.54 -0.10
C 2.50 -0.20 -0.43
N 1.50 -0.34 0.43
H -4.16 -1.43 5.65
H -3.06 -1.94 4.36
H -4.81 -2.06 4.13
H -3.24 0.56 4.45
H -4.99 0.43 4.24
H -4.64 0.38 2.00
H -0.31 -1.30 4.43
H 1.31 -0.60 4.53
H 1.12 -2.29 4.06
H 3.19 -1.54 3.07
H 5.07 -1.31 1.46
H 4.59 -0.41 -0.83
H 2.25 0.21 -1.39
C 1.94 5.39 0.54
Si 0.33 4.86 -0.29
C -1.10 5.81 0.49
C 0.42 5.26 -2.12
C 0.08 3.07 -0.06
C -0.14 1.87 0.07
H 2.13 6.46 0.39
H 2.78 4.83 0.13
H 1.90 5.20 1.61
H -1.01 6.88 0.32
H -1.13 5.63 1.57
H -2.05 5.47 0.07
H 0.55 6.33 -2.29
H -0.50 4.95 -2.62
H 1.25 4.74 -2.59
Cl -0.97 -5.28 -1.91
C -0.34 -4.58 -0.42
Cl 1.36 -5.04 -0.19
Cl -1.30 -5.09 0.98
C -0.40 -3.13 -0.52
N -0.45 -1.99 -0.64